The following is a DFT calculation (ωB97M-V/def2-TZVPD) of a 2-piece molecular cluster, C3H9N2O overall.

Values from the calculation:
HOMO-LUMO gap in eV: 11.93
Total energy in eV: -8277.923
Relative energy (zero: lowest compared OMol25 entry of this formula, charge and spin) in eV: 1.151
HOMO level in eV: -15.0
Net charge: +1

Last column: Mulliken charge in e.
Atoms and positions in Å:
C (0.06919, -0.49875, 1.33646)  0.0702
C (0.57867, -1.51669, 1.99637)  -0.7135
N (0.84997, 0.68454, 0.93762)  -0.2484
H (-0.95257, -0.37728, 1.01336)  0.3489
H (-0.05681, -2.32697, 2.31812)  0.2629
H (1.64004, -1.57620, 2.19771)  0.2284
H (1.86536, 0.63973, 1.07888)  0.3659
H (0.64599, 0.95560, -0.07408)  0.2746
H (0.50028, 1.48131, 1.47603)  0.3797
C (-0.93156, 1.02594, -1.81130)  0.1412
N (-0.81596, -0.27574, -2.14577)  -0.3225
O (-0.02247, 1.69175, -1.33420)  -0.6502
H (-1.94326, 1.41257, -1.98060)  0.3678
H (0.12363, -0.60254, -2.32668)  0.2433
H (-1.55052, -0.71728, -2.68193)  0.2517

The following is a DFT calculation (ωB97M-V/def2-TZVPD) of a 2-piece molecular cluster, C3H9N2O overall in a non-equilibrium geometry.

Values from the calculation:
HOMO-LUMO gap in eV: 8.40
Total energy in eV: -8275.065
Relative energy (zero: lowest compared OMol25 entry of this formula, charge and spin) in eV: 4.009
HOMO level in eV: -13.9
Net charge: +1

Last column: Mulliken charge in e.
Atoms and positions in Å:
N (-0.87543, 1.72983, -0.53049)  -0.5564
C (0.10873, 0.87894, 0.00185)  -0.4512
C (-0.68349, -0.58127, 1.35702)  -0.7877
C (0.59370, -0.18025, -0.71573)  0.5642
N (1.75531, -0.86744, -0.33530)  -0.3804
O (-0.29023, -0.83861, -1.57785)  -0.4985
H (-1.21020, 1.48656, -1.46548)  0.2987
H (-0.46482, 2.67712, -0.67997)  0.2901
H (-1.17628, -0.99998, -1.21961)  0.3858
H (0.64709, 1.25373, 0.84318)  0.4810
H (-0.26163, -1.56870, 1.35086)  0.3641
H (-1.67912, -0.58870, 0.97925)  0.4058
H (-0.39530, 0.15863, 2.16831)  0.3346
H (1.83810, -1.78220, -0.75143)  0.2777
H (2.09358, -0.77767, 0.57539)  0.2722

The following is a DFT calculation (ωB97M-V/def2-TZVPD) of C3H9N2O as an isolated structure in a non-equilibrium geometry.

Values from the calculation:
HOMO-LUMO gap in eV: 10.50
Total energy in eV: -8276.845
Relative energy (zero: lowest compared OMol25 entry of this formula, charge and spin) in eV: 2.229
HOMO level in eV: -14.7
Net charge: +1

Last column: Mulliken charge in e.
Atoms and positions in Å:
C (1.60048, 1.42613, -0.32730)  -0.7960
C (0.78271, 0.67857, 0.46788)  -0.5320
C (0.68069, -0.70810, 0.35711)  1.0127
N (1.68085, -1.41133, 0.02548)  -0.3116
N (-2.51720, 0.05268, -0.13238)  -0.6356
O (-0.55838, -1.42966, 0.29031)  -0.6998
H (1.66459, 2.50683, -0.25955)  0.3011
H (2.09999, 0.78399, -1.14413)  0.2275
H (0.24714, 1.21123, 1.20588)  0.5146
H (1.62375, -2.34332, -0.28614)  0.2560
H (2.51139, -0.86577, -0.04264)  0.2334
H (-2.07345, 0.78306, 0.57052)  0.3899
H (-3.33123, -0.43496, 0.26814)  0.3689
H (-2.79244, 0.43539, -1.09926)  0.3168
H (-1.61888, -0.68475, 0.10608)  0.3540